# 1
20
Properties=species:S:1:pos:R:3 method="wB97M-V/def2-TZVPD" gap_ev=7.27 e_tot_ev=-9959.809 e_above_lowest_kcal_mol=76.4
C -2.7291 0.2460 0.0932
C -0.8989 -1.2889 -0.0537
C 0.5198 -1.3202 -0.4671
C 1.8679 -1.7125 0.0458
C 1.2664 -0.4085 0.5085
C 0.9917 1.0032 0.0517
C 1.8528 1.9804 -0.1230
C -0.4559 1.1068 -0.0156
H -2.9388 1.0426 0.8366
H -3.0279 0.6507 -0.9105
H -3.3364 -0.6434 0.3316
H -1.6668 -2.0056 -0.0890
H 0.6133 -0.9577 -1.5071
H 2.6802 -1.6217 -0.6980
H 2.0008 -2.4587 0.8322
H 0.9635 -0.4589 1.5825
H 2.8947 1.7967 0.1205
H 1.6427 2.9993 -0.4555
H -0.9383 2.0555 -0.0909
N -1.3016 -0.0049 0.0078

---

# 2
30
Properties=species:S:1:pos:R:3 method="wB97M-V/def2-TZVPD" gap_ev=10.25 e_tot_ev=-17533.194 e_above_lowest_kcal_mol=48.9
C -1.7520 1.7746 -1.4084
C -1.3096 0.5933 -1.0892
C -2.5313 -1.4162 0.3582
C -0.9405 1.0716 1.3466
C 2.1283 -1.2288 1.2955
C 1.6509 -0.8034 -1.8032
C 2.2847 1.6750 0.0376
C -1.0190 -1.3161 0.4215
C -0.4552 0.1236 0.3116
Si 1.3718 0.0526 -0.0559
H -2.4093 1.9091 -2.2965
H -1.7499 2.6608 -0.8137
H -1.3317 -0.2544 -1.8005
H -3.0086 -1.8697 -0.6151
H -2.8220 -2.1289 1.1819
H -3.0023 -0.3389 0.6672
H -0.5141 0.7986 2.3567
H -1.9750 1.0878 1.3817
H -0.7094 2.1102 1.1394
H 1.9799 -0.7788 2.2468
H 1.5399 -2.0975 1.0984
H 3.1703 -1.4169 1.1799
H 2.2889 -1.6950 -1.5531
H 0.6377 -1.0916 -2.1067
H 2.0464 -0.0566 -2.3594
H 3.1204 1.6138 -0.6338
H 1.9141 2.5108 -0.5244
H 2.6413 2.0563 0.9738
H -0.6212 -1.5469 1.3714
H -0.6231 -1.9983 -0.3081

---

# 3
88
Properties=species:S:1:pos:R:3 method="wB97M-V/def2-TZVPD" gap_ev=6.95 e_tot_ev=-85631.689 e_above_lowest_kcal_mol=36.8 total_charge=+2
In 1.4386 -0.4667 0.3817
O -1.5929 -1.3021 3.7993
C -0.7047 -0.9092 2.9119
O -0.3509 -1.5699 1.9571
C -0.0881 0.4127 3.2101
C -0.3772 1.1735 4.3271
C 0.3790 2.3231 4.5428
C 1.4246 2.6257 3.6891
C 1.6349 1.8020 2.5831
N 0.8566 0.7573 2.3396
C 2.8251 1.8966 1.6741
O 3.7885 2.7060 2.1979
O 3.2047 0.8238 1.0932
H -1.9432 -2.1787 3.5835
H -1.1464 0.8586 5.0173
H 0.1846 2.9409 5.4094
H 2.0896 3.4567 3.8753
H 4.6481 2.3625 1.9137
C 2.2697 -4.1386 -4.0076
S 2.5129 -2.3468 -3.9819
C 2.3141 -1.9668 -2.3094
S 2.6065 -0.3110 -1.9156
N 1.9808 -2.9335 -1.4920
N 1.8915 -2.6187 -0.1959
C 1.7911 -3.5319 0.6908
C 1.9210 -3.1649 2.0947
C 1.8870 -4.1388 3.0867
C 2.1630 -3.7712 4.3939
C 2.5036 -2.4538 4.6605
C 2.4969 -1.5444 3.6121
N 2.1859 -1.8793 2.3673
H 2.3141 -4.4298 -5.0543
H 1.3030 -4.3882 -3.5832
H 3.0686 -4.6163 -3.4479
H 1.7408 -4.5813 0.4134
H 1.6647 -5.1653 2.8266
H 2.1298 -4.5045 5.1883
H 2.7837 -2.1398 5.6559
H 2.7705 -0.5081 3.7782
C 3.8923 3.3799 -0.9734
Te 1.9431 3.3327 -0.1324
C 2.0759 5.1834 0.9156
H 3.8115 3.6604 -2.0200
H 4.3013 2.3727 -0.8953
H 4.5092 4.0962 -0.4372
H 2.8217 5.0746 1.6995
H 1.1008 5.4186 1.3360
H 2.3690 5.9628 0.2173
C -3.9099 1.9740 -1.0232
C -2.7635 1.5536 -0.1124
C -3.3489 0.9059 1.1325
C -1.9234 2.7607 0.2790
Sb -1.3593 0.0648 -1.1139
C -1.0343 0.9156 -3.2158
C -0.0017 2.0229 -3.1003
C -0.4982 -0.2125 -4.0846
C -2.3285 1.4599 -3.8016
C -2.4906 -1.8774 -1.4252
C -3.7403 -1.5922 -2.2437
C -2.8605 -2.4851 -0.0815
C -1.5359 -2.8100 -2.1606
H -4.6484 2.5164 -0.4237
H -4.4200 1.1213 -1.4703
H -3.5861 2.6395 -1.8179
H -3.9348 1.6507 1.6811
H -2.5752 0.5450 1.7999
H -4.0177 0.0825 0.8826
H -2.5593 3.4896 0.7933
H -1.4895 3.2528 -0.5922
H -1.1181 2.4767 0.9642
H 0.9387 1.6510 -2.6958
H -0.3609 2.8530 -2.4910
H 0.2059 2.4187 -4.1003
H 0.3648 -0.7108 -3.6424
H -0.1728 0.2062 -5.0423
H -1.2696 -0.9498 -4.3058
H -2.6066 2.4114 -3.3545
H -3.1619 0.7645 -3.7060
H -2.1735 1.6402 -4.8701
H -4.4273 -0.9263 -1.7200
H -4.2723 -2.5335 -2.4159
H -3.5044 -1.1686 -3.2202
H -3.5292 -1.8403 0.4909
H -1.9779 -2.7132 0.5100
H -3.3916 -3.4254 -0.2617
H -1.3320 -2.4684 -3.1727
H -1.9926 -3.8018 -2.2363
H -0.5874 -2.9228 -1.6287

---

# 4
34
Properties=species:S:1:pos:R:3 method="wB97M-V/def2-TZVPD" gap_ev=6.43 e_tot_ev=-37789.663 e_above_lowest_kcal_mol=9.9 total_charge=-1
Pd 0.5160 0.0663 -1.4785
C -1.3398 -2.9858 3.2582
O -2.5532 -2.7292 2.5751
C -2.7328 -1.5745 1.8511
O -3.7938 -1.3928 1.3235
N -1.6978 -0.6889 1.9305
N -1.6840 0.4356 1.0958
H -1.4794 -3.9337 3.7724
H -1.1181 -2.2138 3.9999
H -0.4984 -3.0890 2.5663
H -0.8124 -1.0121 2.2801
H -0.9261 0.3128 0.4164
H -1.4952 1.2593 1.6519
C 2.3864 -2.5004 -0.8853
O 1.0088 -2.8430 -1.0584
C 0.1881 -1.8291 -1.3211
C -1.1867 -2.4132 -1.4820
H 2.8512 -3.3365 -0.3635
H 2.4635 -1.5731 -0.3188
H 2.8503 -2.3562 -1.8606
H -1.1666 -3.3002 -2.1239
H -1.8774 -1.6709 -1.8699
H -1.5505 -2.7259 -0.4969
F 0.8929 2.1608 1.0503
C 1.0383 2.8265 -0.1354
C 0.9287 2.1502 -1.3328
C 1.0977 2.9635 -2.4362
F 1.0231 2.4381 -3.6892
C 1.3520 4.3236 -2.3840
F 1.5100 5.0596 -3.5032
C 1.4478 4.9432 -1.1521
F 1.6929 6.2646 -1.0666
C 1.2870 4.1830 -0.0101
F 1.3775 4.7808 1.1969

---

# 5
13
Properties=species:S:1:pos:R:3 method="wB97M-V/def2-TZVPD" gap_ev=10.50 e_tot_ev=-7797.246 e_above_lowest_kcal_mol=55.3
N 1.8435 0.0073 -0.5228
C 1.0950 0.0286 0.5893
O 1.5960 0.2293 1.7030
C -0.3551 -0.1925 0.7021
C -1.2185 -0.7309 -0.4550
C -1.3186 0.7057 -0.0653
H 1.4716 -0.1626 -1.4386
H 2.8347 0.1220 -0.3878
H -0.0197 -0.1589 1.8720
H -0.7454 -0.9329 -1.4267
H -2.0542 -1.4001 -0.2710
H -2.2164 1.0358 0.4516
H -0.9129 1.4493 -0.7508

---

# 6
11
Properties=species:S:1:pos:R:3 method="wB97M-V/def2-TZVPD" gap_ev=8.31 e_tot_ev=-18932.240 e_above_lowest_kcal_mol=53.3
C -2.3555 1.4238 0.2496
C 0.7233 -0.3624 0.0101
H -3.2470 1.0088 -0.2370
H -2.2233 2.4644 -0.0718
H -2.4450 1.3546 1.3285
H 0.4594 1.7142 0.2115
N -1.2449 0.6231 -0.2143
N -1.3915 -0.6679 -0.4910
N -0.2655 -1.2633 -0.3982
N 0.0404 0.8163 0.2306
S 2.3300 -0.5917 0.2075

---

# 7
25
Properties=species:S:1:pos:R:3 method="wB97M-V/def2-TZVPD" gap_ev=9.96 e_tot_ev=-1055900.901 e_above_lowest_kcal_mol=19.8
C 4.6077 3.0354 -1.0338
Br 3.3915 3.9746 -2.0702
Br 5.2176 3.9696 0.5919
Br 6.0895 2.4898 -2.0722
H 4.0690 2.1433 -0.8587
C -1.6906 3.5689 -1.0587
Br -0.5285 5.0916 -1.0528
Br -2.5432 3.4410 -2.7258
Br -2.8159 3.4034 0.4277
H -1.1077 2.6676 -1.0696
C -1.2181 -0.4180 4.0481
Br -1.0346 -0.7652 5.9162
Br -0.3770 -1.7306 3.0089
Br -0.8525 1.2992 3.4516
H -2.2592 -0.6018 3.8333
C -1.8653 -5.3080 -0.6578
Br -2.3854 -4.9541 -2.4617
Br -2.8236 -6.8139 0.0216
Br -2.1716 -3.9018 0.5097
H -0.8622 -5.6267 -0.7966
C 0.1709 -1.1081 -1.0829
Br -1.3783 -0.2073 -1.8030
Br 1.3675 0.2104 -0.2781
Br 1.2879 -2.0751 -2.3535
H -0.2879 -1.7841 -0.4336